C3H4NOP | wB97M-V/def2-TZVPD

Cartesian coordinates (Å):
C -0.46041 0.51447 0.11976
C 0.35681 2.44055 -2.48486
C 0.35986 -0.57591 -0.04278
N 0.46834 -1.72461 0.64099
O 1.13415 -0.38727 -1.09682
P 0.35662 1.46870 -1.16235
H -1.12784 0.81940 0.89841
H 0.05234 3.45183 -2.30482
H -0.13857 -1.94253 1.41014
H 1.07580 -2.42765 0.25914

The multiplicity is 1. For the lowest unoccupied orbital energy, the calculation gives -0.20 eV. The calculation puts the largest force on an atom at 3.4 eV/Å. The calculation puts the HOMO-LUMO gap at 8.171 eV. The energy above the lowest of the compared OMol25 structures with the same formula, charge and spin comes out at 321.1 kJ/mol.

Here are the natural (NBO) charges for atoms 1 to 4, given in e:
1 C -0.823
2 C -0.813
3 C 0.556
4 N -0.788

C20H16AsN4S6Tc | wB97M-V/def2-TZVPD

Cartesian coordinates (Å):
Tc -0.05568 -0.03945 -0.02522
C 1.10621 -3.93588 1.62317
C 0.98413 -2.81643 0.80618
N 0.18968 -1.78572 1.12720
C -0.51610 -1.85155 2.28526
C -0.45746 -2.93786 3.16750
C 0.39818 -4.00461 2.80896
C -1.27516 -2.90087 4.33802
C -2.11928 -1.85658 4.57387
C -2.21457 -0.76423 3.65848
C -3.10350 0.32726 3.78757
C -3.12737 1.30138 2.80631
C -2.26896 1.20791 1.71540
N -1.40796 0.19063 1.57368
C -1.38680 -0.77447 2.52858
H 1.75730 -4.74442 1.31817
H 1.53881 -2.75667 -0.12351
H 0.48257 -4.86961 3.45785
H -1.21950 -3.72952 5.03375
H -2.74321 -1.84446 5.45952
H -3.76533 0.38544 4.64490
H -3.80776 2.13996 2.87346
H -2.28226 1.97017 0.94444
C -3.02741 -2.51894 0.31630
C -2.61286 -1.89443 -0.96399
N -1.61923 -1.03131 -1.22887
C -1.59778 -0.70732 -2.58552
C -2.55601 -1.31489 -3.32469
S -3.51936 -2.31343 -2.35225
C -0.60222 0.20507 -3.06150
C -0.43044 0.63290 -4.34011
S 0.87417 1.70856 -4.43406
C 1.15825 1.55803 -2.75174
N 0.30160 0.73154 -2.15813
C 2.27934 2.33013 -2.15833
H -2.41866 -2.21499 1.14821
H -2.99179 -3.60771 0.23272
H -4.06969 -2.27428 0.53414
H -2.73009 -1.21595 -4.38508
H -1.00323 0.36768 -5.21545
H 2.78015 2.90953 -2.93192
H 3.02249 1.66113 -1.71764
H 1.91273 3.03430 -1.40749
S 3.93126 2.60090 2.55476
As 2.63280 1.92450 0.90212
S 2.40916 -0.14757 0.26104
S 0.47792 2.24148 0.80053
S 4.29670 3.33959 0.59146

The multiplicity is 1. For the lowest unoccupied orbital energy (spin up / spin down), the calculation gives -16.29 / -16.29 eV. The charge is +4. The calculation puts the largest force on an atom at 2.6 eV/Å. The calculation puts the HOMO-LUMO gap (spin up / spin down) at 3.647 / 3.648 eV.

Here are the natural (NBO) charges for atoms 1 to 4, given in e:
1 Tc 0.914
2 C -0.230
3 C 0.115
4 N -0.424

H64O32 | wB97M-V/def2-TZVPD

Cartesian coordinates (Å):
O -0.28467 -0.08426 -0.23594
H 0.66778 -0.00333 -0.18584
H -0.61556 0.66546 0.25871
O -2.17249 5.56728 -1.82155
H -2.40471 4.72489 -1.43080
H -1.28599 5.43905 -2.15906
O -4.04688 3.83701 2.95441
H -4.18338 3.03000 2.45808
H -3.58696 3.55710 3.74585
O 1.64830 -2.95489 0.10790
H 2.48557 -3.38055 0.29233
H 0.99507 -3.52345 0.51564
O -2.46433 -1.18693 0.92415
H -2.69329 -2.08017 0.66739
H -1.64961 -1.00407 0.45613
O -0.18241 -4.74571 0.98408
H -0.19135 -5.44579 1.63680
H -1.09264 -4.67383 0.69678
O -4.25954 -0.78666 2.99078
H -4.37098 -1.65972 3.36707
H -3.67474 -0.91972 2.24477
O -1.92443 -1.71239 -1.98054
H -2.20348 -1.00824 -2.56582
H -1.25349 -1.31270 -1.42709
O 5.34946 -0.94910 0.11811
H 5.45008 -0.97476 1.06967
H 6.15572 -0.54104 -0.19756
O -2.82443 -3.86610 0.89684
H -3.42955 -3.71325 0.17110
H -3.35757 -3.74735 1.68290
O -0.64744 -0.69381 -5.40019
H -0.54890 -1.45364 -5.97393
H -0.09029 -0.88832 -4.64654
O 0.12518 -3.40205 3.88546
H -0.09792 -3.68426 2.99843
H -0.37092 -3.98910 4.45598
O -2.26631 2.91321 -0.96615
H -2.25291 2.08796 -1.45094
H -1.45550 2.90590 -0.45746
O 0.95971 1.07608 -2.40550
H 0.21180 1.29327 -2.96200
H 0.62926 0.40198 -1.81168
O 2.61543 4.15309 2.54265
H 2.49659 3.26679 2.20121
H 1.81329 4.61428 2.29746
O -3.31855 1.48870 3.99616
H -3.65177 1.49813 4.89345
H -3.72383 0.71848 3.59774
O 0.16005 5.39709 1.31574
H -0.78511 5.29862 1.43068
H 0.28005 6.32081 1.09535
O 4.32226 -1.09555 2.91353
H 3.40907 -0.92764 2.68086
H 4.41045 -0.75201 3.80260
O 2.83982 0.84389 -4.33308
H 2.99909 -0.09934 -4.36757
H 2.52256 1.00133 -3.44382
O -3.05106 -4.32615 -2.87314
H -2.52374 -4.91476 -3.41322
H -2.43745 -3.65017 -2.58542
O 2.49793 1.33204 2.20838
H 2.42077 1.06073 1.29369
H 1.84222 0.80928 2.66989
O -4.81611 2.25829 0.54386
H -5.57786 2.81533 0.38367
H -4.15110 2.58031 -0.06467
O 2.61187 -0.28782 -0.00551
H 3.55891 -0.42561 0.01312
H 2.24000 -1.16685 0.06698
O -0.55982 1.85840 4.54369
H -0.04582 1.19503 4.08329
H -1.43525 1.79092 4.16250
O -1.91036 0.90239 -3.20956
H -2.80446 1.23625 -3.13645
H -1.71481 0.94302 -4.14569
O 3.05339 -1.92209 -4.10551
H 3.45554 -2.35949 -3.35505
H 2.11472 -2.07582 -3.99819
O 0.29523 -2.85464 -3.97891
H -0.35524 -3.23312 -4.57042
H 0.13599 -3.28603 -3.13941
O 0.26369 2.86526 0.24948
H 1.16513 2.73742 -0.04596
H 0.19766 3.80503 0.41890
O 0.94084 -0.48859 3.54679
H 1.08580 -0.57725 4.48879
H 0.56117 -1.32658 3.28250
O 0.43651 -5.02917 -1.97775
H 0.51026 -4.42149 -1.24186
H -0.12313 -5.73401 -1.65178
O 2.65999 2.78899 -1.28124
H 2.40980 3.69661 -1.45401
H 2.19059 2.28060 -1.94262
O 5.40627 2.14956 -0.97559
H 4.51311 2.40063 -0.74012
H 5.75420 1.73292 -0.18718

The multiplicity is 1. For the lowest unoccupied orbital energy, the calculation gives -1.07 eV. The calculation puts the largest force on an atom at 1.2 eV/Å. The calculation puts the HOMO-LUMO gap at 8.753 eV. The energy above the lowest of the compared OMol25 structures with the same formula, charge and spin comes out at 367.5 kJ/mol.

Here are the Löwdin charges for atoms 1 to 4, given in e:
1 O -0.030
2 H 0.024
3 H 0.068
4 O -0.061

C7H17NO | wB97M-V/def2-TZVPD

Cartesian coordinates (Å):
C 0.74882 -0.26135 -0.35097
C -2.20942 0.53295 0.10059
C 0.85753 0.27469 1.03009
C 0.63102 -1.77642 -0.40596
C 1.77939 0.23549 -1.35313
C -2.65697 -0.85862 0.52272
C 1.67989 1.54011 1.26218
N -0.75445 0.29258 -0.99594
O -1.76181 1.31725 1.01168
H -0.26459 0.61477 1.29616
H -2.90082 0.94773 -0.65795
H 1.14825 -0.50927 1.72727
H -0.98976 -0.22864 -1.83752
H -0.60096 1.26333 -1.25449
H 1.59740 -0.18373 -2.34359
H 1.59990 -2.21446 -0.16284
H 0.34814 -2.12252 -1.40066
H -0.09125 -2.14574 0.31661
H 1.76878 1.31986 -1.43933
H 2.77558 -0.07057 -1.02721
H -1.98756 -1.25944 1.28135
H -2.70382 -1.54913 -0.31995
H -3.64386 -0.76321 0.97217
H 2.73459 1.41364 1.01426
H 1.62651 1.81104 2.31568
H 1.26949 2.37966 0.69878

The multiplicity is 1. For the lowest unoccupied orbital energy, the calculation gives 0.71 eV. The calculation puts the largest force on an atom at 3.0 eV/Å. The calculation puts the HOMO-LUMO gap at 8.724 eV. The energy above the lowest of the compared OMol25 structures with the same formula, charge and spin comes out at 245.6 kJ/mol.

Here are the natural (NBO) charges for atoms 1 to 4, given in e:
1 C 0.248
2 C 0.396
3 C -0.557
4 C -0.636

C4H10N2 | wB97M-V/def2-TZVPD

Cartesian coordinates (Å):
C 1.50254 1.12201 0.26547
N 1.16510 0.00205 -0.57726
C 1.67611 -1.20556 -0.06604
C -0.62978 0.00541 -0.51083
C -1.80460 0.04109 -0.32051
N -3.13001 0.02062 0.12002
H 0.77704 1.33698 1.06591
H 2.38802 1.00194 0.95844
H 1.39810 1.93223 -0.42954
H 1.27258 0.12281 -1.53744
H 1.20632 -2.13010 -0.36122
H 2.75095 -1.36839 -0.35980
H 1.65656 -1.16498 0.97564
H -3.42814 1.07073 -0.05847
H -3.17575 -0.11763 1.16938
H -3.62505 -0.66920 -0.33375

The multiplicity is 1. For the lowest unoccupied orbital energy, the calculation gives -9.53 eV. The charge is +2. Its SMILES is C[NH+](C)C#C[NH3+]. The calculation puts the largest force on an atom at 6.6 eV/Å. The calculation puts the HOMO-LUMO gap at 11.266 eV. The energy above the lowest of the compared OMol25 structures with the same formula, charge and spin comes out at 388.5 kJ/mol.

Here are the natural (NBO) charges for atoms 1 to 4, given in e:
1 C -0.469
2 N -0.240
3 C -0.467
4 C 0.219

C4H11NO | wB97M-V/def2-TZVPD

Cartesian coordinates (Å):
C 0.54829 0.50592 -1.78962
C 0.81363 -0.21314 -0.50865
C -0.01740 -0.87271 0.28128
C 0.38969 -1.46578 1.61631
N -1.44408 -0.84728 0.04302
H 1.37565 1.12513 -2.14555
H 0.21298 -0.16835 -2.58708
H -0.22851 1.26879 -1.71096
H 1.86391 -0.18766 -0.22463
H 1.33854 -1.98007 1.47388
H -0.48399 -1.97606 2.00453
H 0.66063 -0.64599 2.28285
H -1.60644 0.05423 -0.40448
H -1.73045 -1.51611 -0.66680
O -0.22073 2.33789 0.34737
H -0.24857 1.80092 1.15765
H 0.71330 2.57141 0.46449

The multiplicity is 1. For the lowest unoccupied orbital energy, the calculation gives 0.74 eV. Its SMILES is C/C=C(/C)N.O. The calculation puts the largest force on an atom at 1.6 eV/Å. The calculation puts the HOMO-LUMO gap at 9.418 eV. The energy above the lowest of the compared OMol25 structures with the same formula, charge and spin comes out at 155.4 kJ/mol.

Here are the natural (NBO) charges for atoms 1 to 4, given in e:
1 C -0.667
2 C -0.232
3 C 0.160
4 C -0.653